1.
{"formula": "C3H4N2O2", "method": "ωB97M-V/def2-TZVPD", "symbols": ["C", "H", "H", "H", "H", "N", "N", "O", "C", "C", "O"], "coordinates": [[0.657, 0.465, -0.199], [0.366, -1.413, -1.452], [-0.813, 0.247, -1.539], [1.720, 1.512, -1.379], [0.519, 0.642, 1.929], [1.592, 1.406, -0.397], [-0.016, 0.448, 1.092], [-1.507, -1.279, 2.011], [-1.040, -0.600, 1.070], [-0.140, -0.427, -0.955], [-1.338, -1.001, -0.181]], "lowdin_charge": [-0.378, 0.200, 0.156, 0.023, 0.150, 0.132, 0.166, 0.068, -0.483, -0.060, 0.026], "homo_energy_ha": -0.3748, "smiles": "[H]/N=C1\\COC(=O)N1", "multiplicity": 1, "charge": 0, "homo_lumo_gap_ev": 10.7}


2.
{"formula": "C46H65AsCl3GeNO5RbSSi", "method": "ωB97M-V/def2-TZVPD", "symbols": ["C", "H", "C", "H", "H", "H", "O", "H", "C", "H", "C", "C", "H", "C", "C", "C", "H", "H", "C", "C", "C", "H", "H", "O", "H", "C", "H", "O", "H", "H", "H", "H", "H", "H", "C", "H", "C", "H", "H", "H", "C", "C", "C", "C", "C", "O", "C", "H", "C", "H", "As", "H", "C", "H", "H", "C", "H", "H", "H", "H", "H", "H", "C", "H", "H", "H", "H", "H", "C", "C", "H", "H", "H", "C", "C", "C", "C", "Rb", "H", "C", "C", "H", "H", "H", "H", "H", "H", "C", "H", "C", "Cl", "H", "H", "C", "C", "H", "Cl", "C", "H", "O", "C", "C", "Cl", "H", "H", "C", "H", "Si", "C", "H", "C", "C", "C", "S", "C", "H", "N", "Ge", "H", "H", "H", "H", "H", "H", "C"], "coordinates": [[7.580, -2.273, -2.297], [-4.347, -4.780, -2.453], [-0.475, -2.035, 3.783], [0.986, -4.926, 0.295], [0.603, -0.691, 2.519], [-2.471, -3.406, -1.866], [-0.097, 2.848, 4.001], [-6.514, 6.237, 2.210], [-2.857, -1.870, 3.733], [6.276, -3.016, -4.549], [-1.345, 5.319, 1.002], [6.171, -1.866, -2.721], [5.905, -2.714, 2.525], [-1.256, 2.755, -3.401], [-2.593, -1.488, -0.933], [-1.377, 3.557, -0.688], [5.170, -0.204, -3.645], [2.863, 0.711, -1.927], [-1.554, 2.161, -1.063], [2.823, -4.707, -0.845], [-1.259, 4.544, -1.715], [5.518, -3.872, -3.179], [-1.318, 3.222, 1.433], [3.889, -3.773, -1.021], [-0.795, -0.320, -1.133], [-4.582, 2.458, -1.846], [-6.439, 6.564, 0.473], [3.139, 1.570, -1.524], [-3.675, -0.366, 2.450], [-7.682, 5.488, 1.112], [4.131, -1.361, 3.644], [-1.355, 5.603, 2.048], [6.038, -0.197, 2.304], [-1.160, 2.445, -4.435], [-1.715, -2.482, 4.232], [0.434, -2.501, 4.150], [1.744, -4.164, 0.094], [-4.164, 1.943, 3.793], [-0.188, 1.925, 3.738], [-5.363, 0.604, 1.363], [-1.349, 3.973, 0.651], [-1.099, -1.346, -0.998], [-6.638, 5.793, 1.221], [5.610, -2.908, -3.688], [3.550, -1.369, 2.718], [3.610, -1.470, 0.357], [-4.485, -2.945, -1.331], [4.779, 0.677, 1.418], [-3.946, 2.466, 0.652], [4.662, -3.622, 1.631], [-2.526, 1.136, 0.241], [-6.092, 4.444, -1.064], [-5.065, -4.240, -1.835], [-3.044, 3.311, 3.765], [0.785, 3.095, 3.690], [6.191, -0.491, -3.382], [6.807, -0.497, -4.287], [-3.835, -2.193, 4.075], [1.263, -3.292, -0.358], [-5.558, 2.543, -2.330], [-1.027, 4.858, -3.849], [2.963, -0.453, 2.672], [-1.315, 6.283, 0.000], [-5.344, -4.887, -1.000], [-5.965, -4.062, -2.426], [1.379, -5.756, -2.080], [2.969, -5.508, -2.847], [-4.272, 1.418, -1.896], [-4.673, 2.983, -0.433], [-5.710, 4.620, 1.035], [-2.622, 1.824, 2.944], [-6.566, -0.619, 0.978], [2.868, -2.226, 2.733], [-5.803, 0.036, 0.554], [-5.009, 4.078, 2.096], [5.308, -2.740, 1.610], [-1.525, -0.369, 2.332], [1.143, 1.496, 0.340], [3.905, -5.705, 0.735], [3.460, -5.949, -0.234], [4.469, -1.463, 1.505], [6.591, 0.249, -2.685], [-1.184, 6.655, -2.112], [4.617, -2.612, -4.032], [-3.863, 3.038, -2.428], [-0.651, -1.704, -0.068], [7.965, -1.560, -1.564], [2.211, -5.055, -2.201], [8.253, -2.297, -3.161], [-3.136, -2.675, -1.416], [5.499, 3.847, 0.524], [-1.320, 7.337, 0.259], [-1.637, 0.769, -2.742], [-1.172, 4.117, -3.071], [-1.485, 1.797, -2.436], [5.978, -0.281, 0.525], [3.305, 6.063, 1.854], [-2.770, -0.838, 2.810], [-5.117, 4.508, 3.089], [5.412, -1.757, -1.521], [-0.377, -1.009, 2.860], [-3.427, -0.512, -0.361], [2.802, 2.697, 2.404], [5.978, -2.829, 0.751], [-6.303, 0.751, -0.103], [-4.132, 3.009, 1.929], [2.192, -3.849, 1.041], [3.830, -2.107, -1.159], [-3.446, 2.488, 3.171], [-1.788, -3.283, 4.959], [-5.290, -2.005, -0.705], [5.374, -0.237, 1.435], [-1.248, 5.901, -1.332], [2.391, -1.377, -2.413], [-4.795, -0.808, -0.194], [1.853, -4.142, -2.679], [-1.322, 0.659, 1.438], [3.226, 4.152, 0.582], [4.251, -6.322, -0.890], [7.553, -3.264, -1.835], [-0.675, -1.926, -1.818], [4.087, 1.456, -1.390], [-6.349, -2.218, -0.580], [2.714, -6.737, -0.092], [-5.540, 4.045, -0.217]], "mulliken_spin": [0.000, 0.000, 0.000, 0.000, 0.000, 0.000, 0.000, 0.000, 0.001, 0.000, 0.123, 0.000, 0.000, -0.078, 0.010, 0.067, 0.000, 0.000, 0.042, 0.000, -0.107, 0.000, 0.006, -0.001, -0.026, 0.031, 0.000, 0.001, 0.002, 0.000, 0.000, 0.011, 0.000, -0.006, 0.000, 0.000, 0.000, 0.000, 0.000, 0.001, 0.015, 0.015, -0.002, 0.000, 0.000, 0.001, 0.001, 0.000, 0.020, 0.000, 0.048, 0.000, 0.000, 0.000, 0.000, 0.000, 0.000, 0.000, 0.000, -0.006, 0.030, 0.000, -0.039, 0.000, 0.000, 0.000, 0.000, -0.005, -0.020, -0.009, -0.001, 0.001, 0.000, 0.000, 0.023, 0.000, 0.001, 0.001, 0.000, 0.000, 0.000, 0.000, 0.000, 0.000, -0.002, -0.001, 0.000, 0.000, 0.000, -0.001, 0.000, 0.003, 0.073, 0.414, 0.267, 0.000, 0.001, 0.000, 0.003, 0.000, 0.001, 0.012, 0.000, 0.000, -0.001, 0.017, 0.000, 0.003, -0.004, 0.000, -0.002, 0.000, 0.100, 0.004, -0.001, 0.000, -0.035, -0.001, 0.000, 0.000, 0.002, 0.000, 0.000, 0.000, -0.003], "homo_energy_ha": [-0.0057, -0.1079], "multiplicity": 2, "charge": -2, "homo_lumo_gap_ev": [3.8, 6.5], "s2": 0.7720}


ΔE to the lowest compared entry with this formula, charge and spin in kJ/mol, matching the order above: 278.7, 10.7
Largest force on an atom in eV Å⁻¹, matching the order above: 6.838, 0.937